ORCA calculation (ωB97M-V/def2-TZVPD) on a molecular structure, C5H9N.

HOMO-LUMO gap: 10.04 eV
total energy: -250.563718 a.u.
total charge: 0
HOMO: -0.3325 hartree

Positions of all 15 atoms, in Å:
C: 1.7600 -0.1150 -0.1616
C: 0.2509 -0.1034 -0.0730
C: -0.5504 0.0281 1.2259
N: -1.6497 0.1819 0.1888
C: -0.6445 1.0395 -0.5604
C: -0.9648 -0.9801 -0.5058
H: 2.1383 -0.0707 -1.1882
H: 2.2238 -0.9632 0.3523
H: 2.0975 0.7984 0.3481
H: -0.6609 -0.8658 1.8512
H: -0.3748 0.9181 1.8392
H: -0.4800 2.0311 -0.1261
H: -0.8443 1.1082 -1.6364
H: -1.2293 -1.0445 -1.5674
H: -1.1462 -1.9341 0.0021

Atomic forces in eV per Å
C -0.02 -0.04 -0.02
C 0.28 0.10 0.04
C 0.03 0.05 0.43
N -0.23 -0.04 -0.01
C -0.02 0.41 -0.18
C -0.05 -0.37 -0.20
H -0.14 -0.10 0.10
H -0.15 0.03 -0.11
H 0.04 -0.19 -0.11
H 0.00 0.15 -0.09
H -0.09 -0.03 -0.09
H -0.07 -0.10 0.02
H 0.02 0.00 0.17
H 0.20 0.01 0.12
H 0.19 0.11 -0.07

ORCA calculation (ωB97M-V/def2-TZVPD) on 2 unconnected molecules or ions with the total composition C5H9N at a distorted geometry.

HOMO-LUMO gap (spin up / spin down): 7.24 / 9.03 eV
total energy: -250.509615 a.u.
total charge: 0
HOMO (spin up / spin down): -0.3001 / -0.3260 hartree

Positions of all 15 atoms, in Å:
C: 2.0643 0.5664 -0.9713
C: 0.8245 -0.2900 -1.2095
C: -0.2715 -0.1080 -0.2302
C: -1.7892 -0.5764 2.0011
C: -2.2780 0.3889 1.1659
N: -2.3836 1.1294 0.2439
H: 2.5244 0.3289 -0.0059
H: 2.8137 0.3957 -1.7503
H: 1.8083 1.6312 -0.9764
H: 1.0806 -1.3618 -1.2307
H: 0.4002 -0.0963 -2.2085
H: -0.1488 0.5655 0.5986
H: -1.1400 -0.7310 -0.3178
H: -1.2701 -0.2764 2.9059
H: -2.2350 -1.5662 1.9852

Atomic forces in eV per Å
C 0.03 0.00 -0.01
C -0.04 -0.09 -0.08
C 0.50 -0.17 -0.23
C -0.37 -0.09 0.54
C -0.17 0.94 -1.12
N -0.24 -0.74 1.30
H -0.08 0.05 -0.12
H -0.11 0.04 0.12
H 0.03 -0.15 0.02
H 0.02 0.14 -0.03
H 0.09 -0.02 0.11
H 0.06 -0.06 -0.17
H 0.16 0.05 -0.09
H -0.02 -0.04 -0.17
H 0.11 0.14 -0.06

ORCA calculation (ωB97M-V/def2-TZVPD) on a gas-phase ion, C5H9N2 (charge +1) at a distorted geometry.

HOMO-LUMO gap (spin up / spin down): 7.57 / 7.57 eV
total energy: -304.961601 a.u.
total charge: +1
HOMO (spin up / spin down): -0.4527 / -0.4525 hartree

Positions of all 16 atoms, in Å:
C: 0.4636 -1.8822 0.1522
C: 0.8517 1.3715 1.0712
C: -0.8903 0.9317 -0.9691
C: -0.1871 0.4655 1.4639
C: -0.8364 -0.5179 -1.2597
N: 0.3764 -1.0058 -0.8677
N: -0.4217 1.1811 0.4505
H: 1.3101 -2.7173 0.2967
H: -0.4811 -2.1629 0.6019
H: 1.1114 2.3500 1.4833
H: 1.6777 0.7608 0.6749
H: -0.1525 1.4904 -1.5749
H: -1.8581 1.4566 -1.1085
H: -0.4990 -0.1817 2.2201
H: -1.7081 -1.1019 -1.4513
H: 1.2434 -0.4380 -1.1835

Atomic forces in eV per Å
C 1.46 -2.00 -0.15
C 2.84 0.14 0.07
C -0.30 0.65 -1.47
C 0.12 0.63 0.91
C 1.06 1.61 0.39
N 0.59 0.35 -0.05
N -1.65 -0.71 -1.21
H -1.55 2.53 -0.57
H -0.13 0.06 -0.17
H -0.33 -0.40 0.10
H 0.10 0.85 -0.22
H -0.12 -0.07 0.36
H 0.51 -0.65 0.10
H -0.96 -0.99 0.63
H -0.15 -0.72 0.59
H -1.51 -1.29 0.69

ORCA calculation (ωB97M-V/def2-TZVPD) on a gas-phase ion, C5H9N2 (charge +1) at a distorted geometry.

HOMO-LUMO gap: 11.42 eV
total energy: -305.042421 a.u.
total charge: +1
HOMO: -0.5326 hartree

Positions of all 16 atoms, in Å:
C: -1.7361 1.4456 -1.3395
C: -0.3706 1.3036 -0.9753
N: 0.8589 1.3733 -1.3488
C: 0.6085 0.7558 -0.0360
N: 0.6532 -0.6849 0.0502
C: 1.6108 -1.3455 1.0342
C: 0.1011 -1.4659 1.2355
H: -1.8284 1.3169 -2.4307
H: -2.0384 2.4496 -1.1680
H: -2.4854 0.8792 -0.6219
H: 0.8038 1.0892 1.0362
H: 0.4110 -1.0244 -0.8805
H: 2.1399 -0.6851 1.6650
H: 2.1622 -2.1369 0.5726
H: -0.3852 -2.4457 1.2057
H: -0.5054 -0.8247 2.0012

Atomic forces in eV per Å
C -2.49 -0.78 0.39
C 3.48 -0.82 1.11
N -1.22 -0.08 0.44
C -1.79 1.37 2.13
N -0.18 -1.72 0.38
C -2.62 -0.35 -0.96
C 0.17 1.40 1.68
H -0.42 -0.40 0.51
H -0.14 1.27 0.13
H 1.67 0.60 -1.88
H 0.14 0.60 -1.80
H 0.76 -0.94 0.13
H 0.53 0.89 0.24
H 0.09 -0.55 0.13
H 0.25 0.35 -1.18
H 1.77 -0.84 -1.45

ΔE to the lowest compared entry with this formula, charge and spin across the listed records, respectively: 64.8 98.7 168.4 117.7 kcal/mol.
M across the listed records, respectively: 83.13 83.13 97.14 97.14 g/mol.